Entry one
The ion C4H11N2 with charge +1. Source: the OMol25 dataset; level of theory: ωB97M-V/def2-TZVPD.

Values from the calculation:
Spin multiplicity: 1
LUMO in eV: -3.4
Kohn-Sham gap in eV: 10.66
SMILES string: CC/C([NH3+])=C/N
Net charge: +1
Molecular weight in g/mol: 87.1
E_HOMO in Ha: -0.5165

Cartesian coordinates (Å):
N  -0.90074  1.86033  1.18125
N  0.16910  1.04555  -1.04797
C  1.40563  -2.08646  -0.32305
C  -0.16695  -0.02951  -0.05987
C  0.05680  -1.38423  -0.64087
C  -0.74128  0.45752  1.03711
H  1.10487  1.12557  -1.45929
H  -1.18012  -0.19037  1.78682
H  -0.12038  1.97436  -0.71592
H  -0.21076  2.37784  1.71718
H  -0.07858  -1.28424  -1.72862
H  -1.81108  2.15575  1.51722
H  1.64554  -1.87204  0.71480
H  2.20656  -1.63009  -0.91440
H  1.29908  -3.14075  -0.54205
H  -0.70901  -2.11208  -0.37745
H  -0.36001  0.78495  -1.88878

Entry two
The ion C4H11N2 with charge +1. Source: the OMol25 dataset; level of theory: ωB97M-V/def2-TZVPD.

Values from the calculation:
Spin multiplicity: 1
LUMO in eV: -3.4
Kohn-Sham gap in eV: 10.86
SMILES string: CC/C([NH3+])=C/N
Net charge: +1
Molecular weight in g/mol: 87.1
E_HOMO in Ha: -0.5236

Cartesian coordinates (Å):
N  1.33758  0.05508  0.35469
N  0.36973  2.37834  0.95740
C  -0.44768  -2.17233  -0.54641
C  -0.03346  0.31753  -0.06515
C  -0.57301  1.49484  0.28827
C  -0.76063  -0.69731  -0.93254
H  -1.65211  1.49261  0.39330
H  1.32206  -0.64168  1.09804
H  -1.81214  -0.55479  -0.68425
H  0.42916  3.22198  0.39900
H  -0.55873  -0.48274  -1.97952
H  1.76932  0.96323  0.59098
H  -0.00161  2.67597  1.85434
H  -1.29361  -2.47697  0.06852
H  -0.40675  -2.84567  -1.40119
H  0.47348  -2.31533  0.01064
H  1.83840  -0.41277  -0.40612

Entry three
A cluster of 2 separate species, C4H11N2 in total. Source: the OMol25 dataset; level of theory: ωB97M-V/def2-TZVPD.

Values from the calculation:
Spin multiplicity: 1
LUMO in eV: -10.6
Kohn-Sham gap in eV: 4.29
Net charge: +1
Molecular weight in g/mol: 87.1
E_HOMO in Ha: -0.5460

Cartesian coordinates (Å):
N  -0.00505  0.13669  -1.62428
N  -1.39072  -0.95471  -3.03028
C  -0.28474  1.24476  1.28729
C  -1.22545  -0.27807  -1.92601
C  0.99446  0.41669  1.21195
C  0.72324  -1.08721  1.26180
H  -0.91494  0.84726  2.08200
H  -1.99612  -0.30629  -1.16327
H  0.54149  0.20221  -2.51649
H  -0.71924  -0.76844  -3.79413
H  -0.00847  2.25266  1.60640
H  1.62272  -1.65603  1.00362
H  0.39867  -1.39303  2.24866
H  1.57753  0.65559  2.09834
H  -0.86131  1.33153  0.35908
H  -0.04362  -1.37675  0.53695
H  1.59155  0.73314  0.35838

Entry four
A cluster of 2 separate species, C4H11N2 in total. Source: the OMol25 dataset; level of theory: ωB97M-V/def2-TZVPD.

Values from the calculation:
Spin multiplicity: 1
LUMO in eV: -7.1
Kohn-Sham gap in eV: 5.95
Net charge: +1
Molecular weight in g/mol: 87.1
E_HOMO in Ha: -0.4787

Cartesian coordinates (Å):
N  -0.51604  0.02031  3.29461
N  -2.37849  0.11116  -1.63781
C  2.38754  0.71054  -0.51605
C  -0.04741  0.06456  -0.89146
C  1.31670  -0.27144  -0.80002
C  -1.20220  -0.64687  -1.27567
H  -2.94789  0.01086  -0.84201
H  -0.20174  1.08546  -1.13624
H  -1.06935  -1.77902  -1.49719
H  0.22813  -0.68203  3.09810
H  -1.15587  -0.35028  4.05115
H  2.71044  0.48565  0.48487
H  -2.92167  0.10865  -2.55008
H  1.57614  -1.36023  -0.51638
H  1.95521  1.72475  -0.50398
H  -0.97548  0.06031  2.41831
H  3.24198  0.70762  -1.18015

Most stable pick: entry one. Distance to second place: 5.7 kcal/mol.

Entry one
The ion C4H11N2 with charge +1. Source: the OMol25 dataset; level of theory: ωB97M-V/def2-TZVPD.

Values from the calculation:
Spin multiplicity: 1
LUMO in eV: -3.6
Kohn-Sham gap in eV: 10.02
SMILES string: C[C@]1([NH3+])C[C@@H]1N
Net charge: +1
Molecular weight in g/mol: 87.1
E_HOMO in Ha: -0.4994

Cartesian coordinates (Å):
N  -2.09602  0.26337  0.43701
N  1.50125  -0.91829  0.41686
C  -0.28353  -0.45211  -1.22372
C  -0.93464  -0.52205  0.13660
C  0.77481  1.63682  0.22014
C  0.39950  0.14450  -0.00636
H  -2.62740  0.02278  1.34605
H  -0.90068  -1.53604  0.64012
H  -0.70100  0.33849  -1.80943
H  1.31376  1.79656  -0.69974
H  -0.25140  2.08157  0.08555
H  -2.79650  0.13213  -0.30544
H  2.12411  -0.66461  1.14504
H  0.12271  -1.25798  -1.75755
H  1.02668  -1.74183  0.75796
H  1.29705  1.90771  1.11756
H  2.03128  -1.23102  -0.50067

Entry two
The ion C4H11N2 with charge +1. Source: the OMol25 dataset; level of theory: ωB97M-V/def2-TZVPD.

Values from the calculation:
Spin multiplicity: 1
LUMO in eV: -3.7
Kohn-Sham gap in eV: 8.58
SMILES string: NCC/C=C/[NH3+]
Net charge: +1
Molecular weight in g/mol: 87.1
E_HOMO in Ha: -0.4521

Cartesian coordinates (Å):
N  0.83861  1.82499  -1.70026
N  0.93411  -1.08302  1.53958
C  -0.51739  -1.00911  1.46368
C  -1.26595  -0.79597  0.12848
C  -0.76846  0.16893  -0.87524
C  0.45274  0.68823  -0.83886
H  -0.78860  -2.00583  1.83279
H  -0.77725  -0.28648  2.23922
H  1.54176  -0.40199  1.94504
H  -1.48178  0.52620  -1.60522
H  0.89630  2.69073  -1.15427
H  1.78746  1.62708  -2.02847
H  1.32567  -2.00337  1.45295
H  -2.24206  -0.48894  0.50282
H  -1.34310  -1.79982  -0.29769
H  0.23954  2.09314  -2.48647
H  1.16839  0.25520  -0.11808

Most stable pick: entry two. Distance to second place: 4.3 kcal/mol.

Entry one
The ion C4H11N2 with charge +1. Source: the OMol25 dataset; level of theory: ωB97M-V/def2-TZVPD.

Values from the calculation:
Spin multiplicity: 1
LUMO in eV: -4.4
Kohn-Sham gap in eV: 9.84
SMILES string: CC/[N+](C)=C\N
Net charge: +1
Molecular weight in g/mol: 87.1
E_HOMO in Ha: -0.5228

Cartesian coordinates (Å):
N  0.04448  0.75448  -0.12176
N  -2.17106  -0.29618  -0.12479
C  0.98416  1.81896  0.11185
C  0.50145  -0.50117  -0.65406
C  0.51916  -1.60086  0.44377
C  -1.46248  0.83003  -0.01661
H  0.57946  2.57971  0.70575
H  -0.08216  -1.24814  1.36863
H  1.55532  -0.52256  -0.91231
H  -1.58206  1.74596  0.41441
H  -1.77336  -1.18925  -0.30176
H  1.17609  2.16479  -0.91151
H  1.50593  -1.88986  0.77904
H  -0.03966  -0.58612  -1.51406
H  1.76352  1.31594  0.61133
H  -0.03564  -2.51437  -0.01537
H  -3.15189  -0.31384  -0.03062

Entry two
A cluster of 2 separate species, C4H11N2 in total. Source: the OMol25 dataset; level of theory: ωB97M-V/def2-TZVPD.

Values from the calculation:
Spin multiplicity: 1
LUMO in eV: -6.9
Kohn-Sham gap in eV: 5.03
Net charge: +1
Molecular weight in g/mol: 87.1
E_HOMO in Ha: -0.4396

Cartesian coordinates (Å):
N  -1.22022  1.24855  4.37610
N  -0.28513  2.02515  -2.12495
C  0.37760  -2.60599  -1.02338
C  0.15226  -0.11343  -1.16483
C  0.76592  -1.19840  -0.55649
C  0.68249  1.06302  -1.67585
H  -0.57715  -2.94941  -0.57849
H  -1.51038  2.17022  4.52227
H  1.17804  -3.36886  -0.90741
H  1.88155  0.92455  -1.63382
H  -0.03158  2.96110  -1.75670
H  -0.27221  1.04800  4.54910
H  1.72972  -1.09934  -0.07035
H  -0.99084  -0.29375  -1.53577
H  -0.20814  2.05648  -3.14850
H  0.21943  -2.46809  -2.14322
H  -1.89134  0.60019  4.87230

Entry three
A cluster of 2 separate species, C4H11N2 in total. Source: the OMol25 dataset; level of theory: ωB97M-V/def2-TZVPD.

Values from the calculation:
Spin multiplicity: 1
LUMO in eV: -4.7
Kohn-Sham gap in eV: 9.04
Net charge: +1
Molecular weight in g/mol: 87.1
E_HOMO in Ha: -0.5068

Cartesian coordinates (Å):
N  -0.90749  -1.08438  0.36051
N  1.45358  0.67710  0.15503
C  -1.70961  -0.62269  -0.84059
C  1.12473  0.12634  1.30599
C  1.35581  2.06186  -0.04508
C  -1.36596  -2.04805  -0.60404
H  1.00706  0.85644  2.02509
H  -2.12287  -2.72208  -0.26160
H  0.55002  2.27764  -0.75650
H  1.20610  -0.93242  1.45248
H  1.52671  0.17312  -0.76253
H  -0.52633  -2.57884  -1.16940
H  -1.50565  -0.85039  1.18805
H  -2.70054  -0.21815  -0.84479
H  -0.97407  -0.12468  -1.56987
H  2.31490  2.35976  -0.48207
H  1.27361  2.64940  0.84933

Most stable pick: entry one. Distance to second place: 23.5 kcal/mol.